The following is a quantum chemistry calculation of a cluster of 2 separate species, C5H9NO in total, from the OMol25 dataset.

Bonds (Å) are listed after each position.
Element x y z (Å)
1 C -1.37873 -0.44617 -0.87104  C2 1.331, H8 1.088, H9 1.087
2 C -0.78256 0.16351 0.15138  C1 1.331, C3 1.508, C4 1.512
3 C -0.92484 1.64009 0.42526  C2 1.508, H10 1.097, H11 1.094, H12 1.096
4 C 0.11350 -0.60429 1.09624  C2 1.512, N5 1.454, H13 1.096, H14 1.095
5 N 1.50761 -0.22081 0.94033  C4 1.454, C6 1.209
6 C 2.08604 0.42021 0.09457  N5 1.209, O7 1.175
7 O 2.74341 1.03645 -0.65919  C6 1.175
8 H -1.28797 -1.51816 -1.03078  C1 1.088
9 H -1.97822 0.10768 -1.58928  C1 1.087
10 H -1.73443 1.81426 1.14470  C3 1.097
11 H -1.15623 2.19504 -0.48821  C3 1.094
12 H -0.01083 2.05999 0.85996  C3 1.096
13 H -0.15645 -0.41479 2.14148  C4 1.096
14 H 0.02910 -1.68264 0.92570  C4 1.095
15 H 0.96372 -1.93543 -1.69143  H16 0.744
16 H 1.49268 -2.22026 -1.25327  H15 0.744

Properties
Calculated total energy, eV: -8867.0802
HOMO, eV: -9.9147
LUMO level, eV: 0.898
Structure (SMILES): C=C(C)CN=C=O.[H][H]
Net charge: 0
Relative energy (zero: lowest compared OMol25 entry of this formula, charge and spin), kcal/mol: 49.2